(A)
The following is a DFT calculation (ωB97M-V with the def2-TZVPD basis set) of one molecule with the formula C3H5B.

XYZ file:
```
9
C3H5B (ωB97M-V with the def2-TZVPD basis set)
C -0.6296 -0.5411 -0.8792
B -1.2303 -0.0925 0.5597
C 0.0000 0.6614 0.9782
C 0.6355 -0.2283 -0.1140
H -0.6602 -1.5076 -1.5045
H -0.9694 0.3723 -1.3742
H -0.1862 1.7418 0.9159
H 0.5278 0.5829 2.0276
H 1.0606 -1.0593 0.3045
```

The multiplicity is 1. As for the SMILES: C1B2CC12. Its charge is 0. For the highest occupied orbital energy, the calculation gives -7.71 eV. Its frontier orbital gap is 7.75 eV. The LUMO energy is 0.034 eV.

***

(B)
The following is a DFT calculation (ωB97M-V with the def2-TZVPD basis set) of one molecule with the formula C3H5B.

XYZ file:
```
9
C3H5B (ωB97M-V with the def2-TZVPD basis set)
B 0.2921 0.1689 1.0516
C -0.4502 -1.0104 0.4602
C -0.0015 1.0189 -0.3852
C -0.1212 -0.4665 -0.7333
H 1.0936 0.0263 2.0398
H -0.6429 -1.9662 0.8103
H -0.8682 1.5003 -0.6277
H 0.8162 1.5076 -0.8888
H -0.1179 -0.7789 -1.7269
```

The multiplicity is 1. Its charge is 0. For the highest occupied orbital energy, the calculation gives -10.24 eV. Its frontier orbital gap is 11.06 eV. The LUMO energy is 0.817 eV.

***

(C)
The following is a DFT calculation (ωB97M-V with the def2-TZVPD basis set) of C3H5B as an isolated structure.

XYZ file:
```
9
C3H5B (ωB97M-V with the def2-TZVPD basis set)
B 1.1841 -0.5065 -0.3663
C 2.4136 -0.0197 -0.0377
C -2.2419 -0.1797 -0.0533
C -0.8775 -0.0252 -0.2026
H 3.4460 -0.3713 -0.1821
H 2.2189 0.8244 0.6506
H -2.5516 -1.2336 0.0908
H -3.0288 0.5717 0.0862
H -0.5628 0.9399 0.0144
```

The multiplicity is 1. Its charge is 0. For the highest occupied orbital energy, the calculation gives -9.13 eV. Its frontier orbital gap is 8.64 eV. The LUMO energy is -0.487 eV.

***

Energies relative to the most stable structure are (A) 2.269; (B) 0.000; (C) 3.445, reported in eV.

***

(A)
The following is a DFT calculation (ωB97M-V with the def2-TZVPD basis set) of one molecule with the formula CH5NO3S.

XYZ file:
```
11
CH5NO3S (ωB97M-V with the def2-TZVPD basis set)
C 0.1338 0.8608 1.3012
O 0.9331 -0.1664 0.7398
S 0.5515 -0.3182 -0.8078
N -1.0704 -0.8353 -0.7346
O 0.5188 0.9541 -1.4568
O 1.5051 -1.3970 -1.3149
H 0.2643 1.7889 0.6929
H 0.5802 0.9396 2.3303
H -0.8916 0.6178 1.3914
H -1.3493 -0.7142 -1.6886
H -1.1756 -1.7302 -0.4529
```

The multiplicity is 1. As for the SMILES: COS(N)(=O)=O. Its charge is 0. For the highest occupied orbital energy, the calculation gives -11.02 eV. Its frontier orbital gap is 11.56 eV. The LUMO energy is 0.538 eV.

***

(B)
The following is a DFT calculation (ωB97M-V with the def2-TZVPD basis set) of one molecule with the formula CH5NO3S.

XYZ file:
```
11
CH5NO3S (ωB97M-V with the def2-TZVPD basis set)
O -0.5457 1.3387 -0.2843
C -0.3623 0.0131 -0.1784
O -1.5786 -0.6183 0.0211
O 0.3674 -0.4857 -1.3088
N 0.5027 -0.1782 1.0241
S 1.9005 -1.0437 0.6959
H -0.0668 1.8463 0.4423
H -2.2634 0.1248 0.2445
H -0.1375 -0.2641 -2.0821
H -0.1495 -0.6529 1.6523
H 2.3332 -0.0800 -0.2267
```

The multiplicity is 1. As for the SMILES: OC(O)(O)NS. Its charge is 0. For the highest occupied orbital energy, the calculation gives -8.18 eV. Its frontier orbital gap is 8.63 eV. The LUMO energy is 0.452 eV.

***

Energies relative to the most stable structure are (A) 0.077; (B) 0.000, reported in eV.

***

(A)
The following is a DFT calculation (ωB97M-V with the def2-TZVPD basis set) of a 3-piece molecular cluster, C2F2O2S overall.

XYZ file:
```
7
C2F2O2S (ωB97M-V with the def2-TZVPD basis set)
C 1.3323 0.4622 -0.2806
C -1.7225 -0.3186 0.5198
O -1.4876 -1.2199 -0.2026
O 1.8870 -0.5021 -0.4873
F 0.1849 1.0126 -0.5183
F 1.4901 -1.7388 -1.6134
S -2.4258 0.8247 1.2908
```

The multiplicity is 1. Its charge is 0. For the highest occupied orbital energy (alpha / beta), the calculation gives -10.67 / -10.67 eV. Its frontier orbital gap (alpha / beta) is 8.40 / 8.40 eV. The LUMO energy (alpha / beta) is -2.273 / -2.273 eV.

***

(B)
The following is a DFT calculation (ωB97M-V with the def2-TZVPD basis set) of a 3-piece molecular cluster, C2F2O2S overall.

XYZ file:
```
7
C2F2O2S (ωB97M-V with the def2-TZVPD basis set)
C -1.4494 -0.5579 -0.5960
C 2.2037 0.3850 -0.2386
O 1.4075 0.2078 -1.0888
O -2.1541 0.2432 -0.1504
F -0.6620 -1.4290 -0.2768
F -2.5973 0.4123 1.4880
S 3.2515 0.7386 0.8624
```

The multiplicity is 1. Its charge is 0. For the highest occupied orbital energy (alpha / beta), the calculation gives -10.26 / -10.26 eV. Its frontier orbital gap (alpha / beta) is 8.70 / 8.70 eV. The LUMO energy (alpha / beta) is -1.560 / -1.560 eV.

***

Energies relative to the most stable structure are (A) 0.367; (B) 0.000, reported in eV.